Record 1
Formula: C15H29O2Si2
Source: the OMol25 dataset
Level of theory: wB97M-V/def2-TZVPD

The geometry in XYZ format:
```
48
C15H29O2Si2 wB97M-V/def2-TZVPD
H -0.467 -0.491 3.245
O -0.337 -0.793 1.155
H -4.580 1.185 0.114
H -1.738 3.395 -0.941
H -0.054 3.517 -1.493
H -2.499 0.138 -3.627
H -1.211 -1.965 2.551
H -2.012 -0.376 2.299
H -1.389 3.678 -2.672
H 6.413 -1.737 1.550
C 2.536 -1.224 1.394
C 6.588 -1.321 2.552
H 0.041 1.386 -4.356
C -5.019 -1.185 -2.003
H -2.361 -2.647 -1.780
C 4.476 -0.156 2.387
H -4.858 -1.723 -2.944
H 0.601 -0.065 -3.463
H -5.784 -0.420 -2.171
H 2.045 -2.133 1.042
H -0.474 0.600 -0.818
C 3.782 -1.320 1.978
H 4.269 -2.288 2.095
C -2.320 -1.920 -0.957
H -2.717 -2.408 -0.053
C -2.637 0.677 -2.667
C 2.615 1.205 1.644
C 1.894 0.044 1.268
C -1.053 -0.896 2.406
C -3.771 0.454 0.245
H -2.899 0.977 0.659
H 4.403 1.988 2.542
C 0.363 1.004 -3.375
O 5.769 -0.152 2.800
H -3.286 1.552 -2.881
Si -3.421 -0.449 -1.371
C 0.511 0.216 0.950
H 1.275 1.533 -3.063
H 2.162 2.183 1.473
C -1.054 3.153 -1.762
H 7.607 -0.949 2.630
H -1.273 -1.669 -0.756
H -5.409 -1.900 -1.268
H 0.084 1.226 0.992
Si -0.961 1.322 -2.104
C 3.851 1.105 2.230
H 6.405 -2.072 3.332
H -4.105 -0.282 0.993
```

Properties
HOMO = -0.45307 Ha
Total energy = -35868.74678 eV
Net charge = +1
Gap between HOMO and LUMO = 0.258 Ha

Record 2
Formula: C19H38F11GeMnN4O2SSbSi3
Source: the OMol25 dataset
Level of theory: wB97M-V/def2-TZVPD

The geometry in XYZ format:
```
81
C19H38F11GeMnN4O2SSbSi3 wB97M-V/def2-TZVPD
H -0.033 0.753 3.170
H 3.409 2.478 -5.090
H -2.284 3.866 -5.009
F -0.434 -2.278 0.284
H 4.794 0.222 0.753
H -3.274 4.670 -3.789
H 0.606 5.191 0.606
N 0.155 -0.541 -3.637
C 2.490 1.291 1.625
H 4.504 0.387 -0.977
F -4.079 -1.699 3.530
H 1.890 2.754 -4.232
O 2.233 0.829 -1.895
C 0.536 4.100 0.587
H -2.487 0.642 -5.129
H -3.449 3.547 0.718
H 3.613 3.502 -1.426
H -0.920 5.281 -2.029
H -1.668 6.002 -0.594
C -4.533 2.323 -2.031
F -1.731 -2.497 2.638
F -3.725 0.697 2.444
H 5.614 0.118 -2.706
H 0.640 0.321 -3.358
C 2.655 2.011 -4.448
Ge -0.897 2.143 -2.229
F -1.316 0.190 1.443
C 3.410 1.722 2.719
H -4.240 0.647 -4.897
F 1.567 -3.372 1.617
C -0.663 -1.086 -2.695
C 2.922 1.075 0.293
C 4.370 0.872 -0.012
C 1.473 -2.045 1.552
H 4.482 3.706 -2.946
F -3.422 -1.327 0.801
H -4.048 3.732 -5.070
C 0.731 -1.350 -4.561
S -1.304 -0.042 -1.467
F 2.734 -1.558 1.553
C 4.641 0.009 -3.188
C -0.462 -3.153 -3.614
O 0.708 1.370 3.021
H -4.524 3.295 -1.534
H 4.204 -0.928 -2.837
Si 3.476 1.458 -2.841
H 2.832 2.006 3.592
N 1.911 0.931 -0.554
H -2.477 2.339 1.540
C 0.419 -2.671 -4.595
H 1.408 -0.863 -5.250
H 0.843 -3.328 -5.338
C -3.185 3.771 -4.400
Si -3.127 2.226 -3.299
H -0.731 -4.200 -3.550
C 4.281 3.006 -2.134
F -1.666 -0.156 3.903
H -3.209 -0.229 -3.764
C 0.708 -1.537 0.327
H 4.084 0.909 3.000
F 0.875 -1.618 2.674
N -0.990 -2.359 -2.700
C -3.280 0.673 -4.377
H -2.622 4.971 -1.666
Mn 0.229 0.435 0.260
H 4.928 1.809 0.004
C -1.635 5.107 -1.220
H 4.826 -0.078 -4.262
C -2.459 3.346 1.130
H 5.230 2.813 -1.633
H -4.433 1.552 -1.265
H -5.511 2.198 -2.508
H 0.626 3.749 1.616
Sb -2.729 -0.917 2.504
Si -1.127 3.589 -0.184
N 1.209 1.076 1.784
H -2.293 4.034 1.964
H 2.187 1.216 -5.033
H 1.389 3.717 0.024
F 1.440 -1.937 -0.777
H 4.015 2.571 2.400
```

Properties
HOMO (alpha / beta) = -0.25127 / -0.25099 Ha
Total energy = -189112.70423 eV
ΔE to the lowest compared entry with this formula, charge and spin = 37.4 kcal per mole
Gap between HOMO and LUMO (alpha / beta) = 0.195 / 0.195 Ha
Multiplicity = 2

Record 3
Formula: C3H8NO3
Source: the OMol25 dataset
Level of theory: wB97M-V/def2-TZVPD

The geometry in XYZ format:
```
15
C3H8NO3 wB97M-V/def2-TZVPD
H -1.064 -3.977 1.832
H -1.871 0.893 -0.099
C -0.438 2.283 0.595
O -1.266 3.195 0.762
H 0.668 -0.543 -0.739
O 0.734 2.364 1.059
H 1.427 -0.887 -2.674
O -1.378 -3.066 1.858
C -0.775 0.951 -0.137
H -0.560 1.085 -1.179
H 0.728 0.309 0.961
H -0.478 -1.067 0.740
N 1.614 -0.747 -1.697
C 0.067 -0.184 0.261
H 2.593 -0.610 -1.542
```

Properties
HOMO = -0.16303 Ha
Total energy = -10866.58888 eV
ΔE to the lowest compared entry with this formula, charge and spin = 212.1 kcal per mole
Net charge = -1
Gap between HOMO and LUMO = 0.128 Ha

Record 4
Formula: C3H3NO3
Source: the OMol25 dataset
Level of theory: wB97M-V/def2-TZVPD

The geometry in XYZ format:
```
10
C3H3NO3 wB97M-V/def2-TZVPD
O -1.747 -0.285 -2.435
N 1.389 0.076 -0.066
O -0.955 -0.257 -0.343
H 2.174 0.240 -0.626
C -1.076 0.254 -1.611
H -0.555 1.216 -1.742
H 1.201 -0.378 2.210
C 0.162 -0.337 1.818
C 0.242 -0.135 0.317
O -0.835 -0.393 2.478
```

Properties
HOMO = -0.37241 Ha
SMILES = [H]/N=C(/C=O)OC=O
Total energy = -10790.09392 eV
ΔE to the lowest compared entry with this formula, charge and spin = 60.1 kcal per mole
Gap between HOMO and LUMO = 0.365 Ha

Please write out number 3 again, unchanged.
Formula: C3H8NO3
Source: the OMol25 dataset
Level of theory: wB97M-V/def2-TZVPD

The geometry in XYZ format:
```
15
C3H8NO3 wB97M-V/def2-TZVPD
H -1.064 -3.977 1.832
H -1.871 0.893 -0.099
C -0.438 2.283 0.595
O -1.266 3.195 0.762
H 0.668 -0.543 -0.739
O 0.734 2.364 1.059
H 1.427 -0.887 -2.674
O -1.378 -3.066 1.858
C -0.775 0.951 -0.137
H -0.560 1.085 -1.179
H 0.728 0.309 0.961
H -0.478 -1.067 0.740
N 1.614 -0.747 -1.697
C 0.067 -0.184 0.261
H 2.593 -0.610 -1.542
```

Properties
HOMO = -0.16303 Ha
Total energy = -10866.58888 eV
ΔE to the lowest compared entry with this formula, charge and spin = 212.1 kcal per mole
Net charge = -1
Gap between HOMO and LUMO = 0.128 Ha

total energy of number 4 (C3H3NO3)? -10790.09392 eV

What is the total energy in the third record? -10866.58888 eV